1.
105
Properties=species:S:1:pos:R:3:lowdin_charge:R:1 method="wB97M-V/def2-TZVPD" largest_force_ha_per_bohr=0.041 e_tot_ev=-114041.4794 homo_lumo_gap_ev="8.49 / 5.22" s2=2.0111 spin_multiplicity=3 de_lowest_ev=0.4504 total_charge=+2 lumo_ha="-0.1749 / -0.2976"
Au 0.846 1.481 -1.558 1.11
N 0.868 0.927 0.481 -0.27
S 0.412 0.504 1.826 0.87
N -0.029 -1.054 2.074 -0.36
S -1.357 -1.705 1.602 0.90
N -1.949 -1.353 0.210 -0.35
S -1.103 -1.232 -1.198 0.81
N -0.707 0.134 -1.605 -0.36
C 0.125 -2.534 -1.183 -0.32
C 1.436 -2.217 -0.868 -0.09
C 2.384 -3.228 -0.904 -0.04
C 2.014 -4.521 -1.242 -0.04
C 0.688 -4.826 -1.527 -0.05
C -0.273 -3.829 -1.498 -0.07
C -2.328 -1.731 -2.390 -0.33
C -3.680 -1.611 -2.119 -0.06
C -4.583 -1.873 -3.139 -0.05
C -4.128 -2.243 -4.397 -0.04
C -2.765 -2.334 -4.656 -0.04
C -1.852 -2.066 -3.652 -0.06
C -1.067 -3.447 1.800 -0.32
C 0.142 -3.931 2.269 -0.05
C 0.294 -5.303 2.396 -0.04
C -0.751 -6.156 2.065 -0.04
C -1.960 -5.648 1.602 -0.04
C -2.126 -4.282 1.465 -0.06
C -2.697 -1.365 2.720 -0.32
C -3.872 -0.786 2.269 -0.05
C -4.889 -0.560 3.185 -0.04
C -4.720 -0.917 4.516 -0.04
C -3.531 -1.493 4.949 -0.04
C -2.507 -1.720 4.049 -0.06
C -0.922 1.519 2.473 -0.30
C -1.684 2.232 1.563 -0.06
C -2.713 3.029 2.039 -0.04
C -2.964 3.101 3.401 -0.04
C -2.190 2.376 4.300 -0.04
C -1.154 1.580 3.838 -0.05
C 1.749 0.646 2.988 -0.31
C 1.837 -0.206 4.080 -0.07
C 2.836 0.027 5.011 -0.04
C 3.720 1.085 4.834 -0.03
C 3.638 1.897 3.711 -0.03
C 2.643 1.683 2.772 -0.05
H 1.717 -1.200 -0.641 0.05
H 3.416 -2.987 -0.688 0.12
H 2.764 -5.299 -1.293 0.12
H 0.402 -5.836 -1.790 0.12
H -1.306 -4.051 -1.730 0.12
H -4.014 -1.317 -1.133 0.10
H -5.644 -1.784 -2.950 0.12
H -4.839 -2.446 -5.187 0.12
H -2.413 -2.607 -5.642 0.12
H -0.785 -2.103 -3.838 0.13
H 0.939 -3.246 2.523 0.11
H 1.228 -5.708 2.760 0.12
H -0.627 -7.225 2.174 0.12
H -2.775 -6.315 1.355 0.12
H -3.060 -3.861 1.110 0.13
H -3.974 -0.529 1.224 0.10
H -5.818 -0.117 2.854 0.12
H -5.524 -0.755 5.221 0.12
H -3.406 -1.772 5.986 0.12
H -1.577 -2.182 4.361 0.12
H -1.450 2.167 0.506 0.08
H -3.311 3.606 1.346 0.12
H -3.756 3.740 3.769 0.12
H -2.385 2.441 5.362 0.12
H -0.529 1.037 4.533 0.12
H 1.149 -1.032 4.187 0.10
H 2.927 -0.624 5.869 0.12
H 4.482 1.272 5.579 0.12
H 4.353 2.693 3.559 0.12
H 2.561 2.286 1.877 0.11
C 0.111 6.620 -3.393 0.00
C -0.385 5.247 -3.113 -0.27
C -1.670 4.749 -2.969 0.02
C -1.542 3.383 -2.710 -0.32
N -0.231 3.070 -2.698 -0.04
N 0.443 4.216 -2.921 0.05
C -2.654 2.411 -2.522 -0.04
H -0.720 7.315 -3.467 0.09
H 0.679 6.645 -4.324 0.09
H 0.773 6.952 -2.593 0.09
H -2.592 5.293 -3.084 0.12
H 1.467 4.155 -3.074 0.08
H -3.546 2.767 -3.033 0.09
H -2.892 2.293 -1.462 0.06
H -2.376 1.437 -2.904 0.05
O 2.954 3.844 -3.411 0.06
C 3.441 2.862 -2.864 -0.47
N 2.809 2.026 -2.005 -0.19
S 3.767 0.726 -1.542 0.64
O 3.184 -0.455 -2.122 -0.31
O 3.944 0.722 -0.119 -0.30
C 5.205 1.283 -2.411 -0.21
C 6.467 0.737 -2.499 -0.02
C 7.391 1.396 -3.304 -0.04
C 7.050 2.563 -3.980 -0.03
C 5.779 3.110 -3.865 0.02
C 4.858 2.448 -3.074 -0.14
H 6.733 -0.164 -1.963 0.13
H 8.387 0.989 -3.409 0.12
H 7.787 3.048 -4.606 0.12
H 5.499 4.021 -4.375 0.13


2.
108
Properties=species:S:1:pos:R:3:lowdin_charge:R:1 method="wB97M-V/def2-TZVPD" largest_force_ha_per_bohr=0.125 e_tot_ev=-106005.2676 homo_lumo_gap_ev=7.32 spin_multiplicity=1 lumo_ha=-0.0678
C -2.127 -0.362 3.527 -0.05
C -2.412 1.119 2.898 -0.17
C -0.973 1.523 2.305 -0.25
O -1.132 2.074 0.957 -0.01
C -1.553 1.034 0.075 -0.20
N -2.102 0.041 -0.366 0.21
O -0.405 2.342 3.350 0.02
C -1.221 2.399 4.562 -0.27
O -0.836 2.519 5.750 0.08
C -2.743 2.322 3.948 -0.23
C -2.920 3.821 3.381 -0.11
C -4.325 4.115 2.660 -0.22
C -4.415 3.488 1.149 -0.54
S -6.090 2.798 0.734 0.64
C -3.573 1.841 5.237 -0.16
C -5.093 1.400 4.950 -0.63
C -5.300 -0.186 4.717 -0.13
Cl -6.063 1.915 6.465 0.51
H -1.781 -0.283 4.624 0.10
H -1.265 -0.910 2.977 0.09
H -3.038 -1.064 3.415 0.08
H -3.290 0.906 2.197 0.14
H -0.168 0.725 2.158 0.17
H -2.854 4.537 4.287 0.09
H -2.094 4.143 2.636 0.15
H -4.366 5.264 2.493 0.12
H -5.253 3.864 3.281 0.09
H -4.153 4.339 0.412 0.09
H -3.633 2.670 0.976 0.04
H -6.071 1.411 0.984 -0.14
H -3.571 2.713 6.001 0.12
H -3.080 0.959 5.805 0.13
H -5.595 1.926 4.069 0.08
H -6.417 -0.423 4.851 0.08
H -5.073 -0.373 3.595 0.07
H -4.605 -0.838 5.347 0.09
O -0.028 6.510 9.547 0.11
C -0.756 6.427 8.576 -0.38
C -0.655 5.292 7.634 0.04
C -1.453 5.205 6.570 0.02
C -2.468 6.234 6.287 -0.36
O -3.191 6.141 5.312 0.08
C -2.572 7.371 7.224 0.03
C -1.776 7.460 8.290 0.03
H 0.095 4.543 7.857 0.13
H -1.395 4.383 5.869 0.07
H -3.324 8.117 6.999 0.12
H -1.837 8.285 8.990 0.12
O 0.299 4.218 -2.865 0.11
C 0.274 3.149 -3.446 -0.38
C 0.717 3.028 -4.852 0.03
C 0.687 1.856 -5.488 0.03
C 0.212 0.629 -4.814 -0.35
O 0.186 -0.442 -5.393 0.08
C -0.231 0.750 -3.410 0.04
C -0.201 1.921 -2.774 0.02
H 1.063 3.936 -5.330 0.12
H 1.007 1.748 -6.517 0.13
H -0.577 -0.159 -2.931 0.12
H -0.521 2.026 -1.745 0.08
O 4.456 -4.323 -5.838 0.09
C 3.428 -4.201 -5.196 -0.39
C 3.078 -5.150 -4.118 0.02
C 1.951 -5.016 -3.417 0.02
C 1.005 -3.912 -3.688 -0.38
O -0.022 -3.788 -3.046 0.10
C 1.356 -2.963 -4.767 0.03
C 2.483 -3.099 -5.467 0.03
H 3.782 -5.952 -3.932 0.12
H 1.679 -5.702 -2.624 0.12
H 0.651 -2.159 -4.954 0.08
H 2.755 -2.413 -6.260 0.12
O 8.553 -1.585 -3.413 0.08
C 7.639 -1.078 -4.040 -0.37
C 6.930 0.116 -3.532 0.03
C 5.928 0.668 -4.216 0.02
C 5.484 0.112 -5.512 -0.39
O 4.569 0.618 -6.137 0.09
C 6.192 -1.082 -6.019 0.03
C 7.195 -1.635 -5.335 0.03
H 7.268 0.511 -2.582 0.12
H 5.398 1.542 -3.859 0.12
H 5.854 -1.478 -6.969 0.13
H 7.725 -2.508 -5.691 0.11
O -4.155 -5.072 -2.759 0.11
C -4.769 -4.215 -2.152 -0.39
C -6.229 -4.320 -1.941 0.02
C -6.902 -3.379 -1.277 0.02
C -6.218 -2.192 -0.724 -0.39
O -6.833 -1.333 -0.116 0.09
C -4.759 -2.086 -0.934 0.01
C -4.085 -3.027 -1.598 0.03
H -6.715 -5.196 -2.352 0.12
H -7.971 -3.440 -1.115 0.12
H -4.274 -1.210 -0.523 0.08
H -3.016 -2.966 -1.761 0.12
O 8.123 -4.565 -4.695 0.10
C 8.090 -5.127 -3.616 -0.36
C 8.082 -4.361 -2.350 0.03
C 8.048 -4.980 -1.169 0.03
C 8.014 -6.454 -1.074 -0.39
O 7.980 -7.018 0.005 0.10
C 8.021 -7.219 -2.339 0.02
C 8.056 -6.601 -3.520 0.02
H 8.107 -3.281 -2.437 0.09
H 8.042 -4.436 -0.232 0.12
H 7.997 -8.298 -2.251 0.12
H 8.061 -7.146 -4.456 0.12